[1]
{"formula": "C22H66O22", "method": "ωB97M-V/def2-TZVPD", "symbols": ["C", "C", "O", "O", "H", "H", "H", "H", "H", "H", "C", "C", "O", "O", "H", "H", "H", "H", "H", "H", "C", "C", "O", "O", "H", "H", "H", "H", "H", "H", "C", "C", "O", "O", "H", "H", "H", "H", "H", "H", "C", "C", "O", "O", "H", "H", "H", "H", "H", "H", "C", "C", "O", "O", "H", "H", "H", "H", "H", "H", "C", "C", "O", "O", "H", "H", "H", "H", "H", "H", "C", "C", "O", "O", "H", "H", "H", "H", "H", "H", "C", "C", "O", "O", "H", "H", "H", "H", "H", "H", "C", "C", "O", "O", "H", "H", "H", "H", "H", "H", "C", "C", "O", "O", "H", "H", "H", "H", "H", "H"], "coordinates": [[3.8388, 4.5578, 6.2581], [3.2440, 4.7380, 4.8853], [2.6823, 3.5287, 4.4250], [2.6628, 4.3242, 7.0796], [4.3192, 5.5205, 6.4328], [4.6262, 3.8042, 6.2510], [4.0225, 4.8303, 4.1280], [2.5914, 5.5886, 4.6882], [2.3072, 3.7045, 3.5590], [2.1206, 3.5679, 6.8440], [-0.5084, 0.6296, -1.0558], [-1.8631, -0.0555, -1.3371], [-2.7817, 0.8584, -1.9860], [0.3249, -0.0307, -0.0798], [-0.7751, 1.6368, -0.7355], [-0.0135, 0.8899, -1.9915], [-2.3617, -0.4179, -0.4381], [-1.7522, -0.9853, -1.8951], [-3.6448, 0.4525, -2.0953], [0.7719, -0.7553, -0.5233], [5.4613, 4.3569, -1.6256], [5.7536, 5.5851, -0.8895], [6.4251, 6.4528, -1.8029], [4.4332, 4.4751, -2.5280], [5.1315, 3.6069, -0.9067], [6.4540, 4.0134, -1.9165], [6.4972, 5.4594, -0.1024], [4.8252, 5.9925, -0.4892], [7.3234, 6.2006, -2.0293], [4.4337, 5.2659, -3.0723], [2.4754, -7.7163, -3.4981], [1.3095, -7.9453, -4.5105], [1.5496, -9.1321, -5.3240], [2.0920, -6.5478, -2.6546], [3.3886, -7.4596, -4.0350], [2.6092, -8.5642, -2.8263], [1.0872, -7.0457, -5.0844], [0.4627, -8.0810, -3.8378], [2.4373, -9.0055, -5.6669], [2.6893, -5.8154, -2.8232], [6.3307, -1.7461, -2.6151], [7.4590, -2.6379, -3.1384], [8.4568, -2.8389, -2.0810], [5.5228, -2.5366, -1.7251], [5.7965, -1.2178, -3.4049], [6.7061, -0.9096, -2.0256], [8.0902, -2.1455, -3.8781], [7.1261, -3.5118, -3.6984], [8.9184, -2.0301, -1.8478], [5.9502, -2.5130, -0.8658], [-6.9720, 4.9380, -3.8678], [-7.8624, 5.9785, -4.6099], [-7.8654, 5.7325, -5.9799], [-5.6330, 5.1356, -4.0885], [-7.2547, 4.0795, -4.4771], [-7.3678, 4.7328, -2.8731], [-7.3921, 6.9090, -4.2919], [-8.9064, 6.0773, -4.3126], [-7.3063, 6.4795, -6.2055], [-5.2015, 4.2841, -3.9874], [-0.7410, -3.1823, 6.1014], [-1.3222, -2.4168, 4.7981], [-1.0092, -1.0224, 4.9210], [-0.5449, -2.2922, 7.2213], [0.1686, -3.6994, 5.7957], [-1.3255, -4.0679, 6.3507], [-2.4029, -2.5488, 4.8496], [-0.9911, -2.7297, 3.8078], [-0.5269, -0.8491, 4.1092], [-0.6056, -1.5006, 6.6815], [-0.1342, 8.8843, -1.0009], [-0.9656, 7.7449, -1.7301], [-1.3662, 8.0952, -3.0152], [-0.1249, 8.7886, 0.4560], [-0.4850, 9.9049, -1.1541], [0.8868, 8.8380, -1.3796], [-1.8584, 7.5400, -1.1393], [-0.4877, 6.7653, -1.7213], [-2.1757, 7.5834, -3.0807], [-0.9565, 9.0471, 0.8601], [5.1563, -2.0755, 4.8975], [5.3388, -2.7695, 6.2396], [6.6183, -2.4375, 6.6509], [6.2543, -2.4051, 4.0260], [5.2584, -0.9912, 4.9408], [4.0997, -2.1676, 4.6459], [5.4502, -3.8481, 6.1283], [4.6386, -2.5434, 7.0438], [6.5391, -2.0072, 7.5054], [6.9879, -2.5610, 4.6253], [-6.5068, -4.5043, 2.3713], [-6.6333, -5.9297, 2.9946], [-5.9750, -6.2589, 4.2311], [-7.3424, -3.5109, 3.0725], [-6.7064, -4.4434, 1.3015], [-5.4546, -4.2409, 2.4788], [-6.2790, -6.6333, 2.2412], [-7.6726, -6.2585, 2.9939], [-5.5549, -7.1081, 4.0761], [-7.1495, -3.6286, 4.0055], [-6.6160, -4.1342, -4.7870], [-6.8481, -2.6290, -4.8356], [-6.6948, -2.1497, -3.5031], [-7.3778, -4.7202, -3.7038], [-5.5823, -4.4416, -4.6283], [-6.9673, -4.6569, -5.6766], [-7.8121, -2.4069, -5.2933], [-6.1552, -2.1207, -5.5061], [-7.2177, -2.7793, -3.0013], [-8.0727, -5.2638, -4.0822]], "gap_ev": 9.9, "homo_ev": -9.9, "charge": 0, "e_above_lowest_ev": 7.5230, "smiles": "OCCO.OCCO.OCCO.OCCO.OCCO.OCCO.OCCO.OCCO.OCCO.OCCO.OCCO"}

=====

[2]
{"formula": "C22H68N4O10", "method": "ωB97M-V/def2-TZVPD", "symbols": ["C", "C", "C", "O", "C", "N", "H", "H", "H", "H", "H", "H", "H", "H", "H", "H", "H", "C", "C", "C", "O", "C", "N", "H", "H", "H", "H", "H", "H", "H", "H", "H", "H", "H", "C", "C", "C", "O", "C", "N", "H", "H", "H", "H", "H", "H", "H", "H", "H", "H", "H", "C", "C", "C", "O", "C", "N", "H", "H", "H", "H", "H", "H", "H", "H", "H", "H", "H", "C", "O", "H", "H", "H", "H", "C", "O", "H", "H", "H", "H", "C", "O", "H", "H", "H", "H", "C", "O", "H", "H", "H", "H", "C", "O", "H", "H", "H", "H", "C", "O", "H", "H", "H", "H"], "coordinates": [[-0.9983, 3.6343, 1.4640], [-0.1335, 2.9014, 0.4655], [0.7129, 3.9151, -0.2904], [-0.0040, 4.3794, -1.4739], [0.7216, 5.4173, -2.1943], [0.6723, 1.8522, 1.1698], [-0.4440, 3.8421, 2.3896], [-1.8590, 3.0181, 1.6499], [-1.3006, 4.6477, 1.1316], [-0.7865, 2.3524, -0.1751], [1.6797, 3.4324, -0.6460], [0.9815, 4.6743, 0.4220], [0.8720, 6.2819, -1.5607], [0.0431, 5.6962, -3.0564], [1.6646, 5.0865, -2.6329], [1.5436, 2.2367, 1.5280], [0.9653, 1.2397, 0.4316], [4.3368, 1.1105, -0.3467], [5.0156, 1.0407, 1.0020], [4.1861, 1.7464, 2.1397], [3.7983, 3.0937, 1.9146], [4.7925, 3.9788, 1.4779], [5.2665, -0.3219, 1.4311], [3.4382, 0.4947, -0.3263], [5.0253, 0.6062, -1.0528], [4.0931, 2.1228, -0.6653], [6.0207, 1.4792, 0.9461], [4.7461, 1.6636, 3.0946], [3.3014, 1.1206, 2.1919], [5.5832, 4.0139, 2.1908], [4.3412, 4.9126, 1.2813], [5.2119, 3.5448, 0.5596], [4.4036, -0.8457, 1.5282], [5.8330, -0.4043, 2.2414], [-5.1389, 1.1382, -3.0145], [-3.7110, 1.1723, -2.6194], [-3.5345, 0.4813, -1.2417], [-4.1625, 1.3046, -0.2547], [-4.0217, 0.7303, 1.0037], [-2.9480, 0.4087, -3.5844], [-5.3878, 1.6735, -3.9695], [-5.6380, 1.7771, -2.2599], [-5.5824, 0.1554, -2.9213], [-3.2704, 2.1755, -2.4986], [-2.4614, 0.3591, -1.0404], [-4.0062, -0.4817, -1.2508], [-4.6807, -0.1670, 1.0351], [-4.3534, 1.4297, 1.7869], [-3.0066, 0.4456, 1.2547], [-2.0489, 0.7965, -3.7392], [-3.3688, 0.3756, -4.4891], [0.0777, -2.8406, 4.0996], [-0.4735, -3.3684, 2.7994], [-2.0257, -3.3189, 2.9070], [-2.5723, -4.1424, 3.8897], [-2.6300, -5.4796, 3.4909], [0.0173, -2.5793, 1.6696], [-0.2525, -1.7920, 4.2450], [1.1783, -2.7919, 4.0741], [-0.2857, -3.4158, 4.9251], [-0.1625, -4.3915, 2.6164], [-2.3944, -3.4968, 1.8734], [-2.2920, -2.3069, 3.2025], [-3.1311, -6.0265, 4.2320], [-1.6058, -5.8977, 3.3046], [-3.1759, -5.6561, 2.5435], [-0.2328, -2.9820, 0.7681], [-0.3401, -1.6276, 1.7268], [0.5694, 2.5614, -4.8221], [-0.0591, 2.3429, -3.5694], [0.2412, 1.8067, -5.5665], [0.2248, 3.4466, -5.3426], [1.6918, 2.5409, -4.7487], [0.2195, 2.9592, -2.8836], [-0.7985, 0.6418, 3.9820], [-0.8514, 0.1436, 2.6580], [0.1245, 0.4895, 4.5780], [-1.0436, 1.7230, 3.9118], [-1.5482, 0.1176, 4.5505], [-0.3268, 0.7776, 2.1481], [3.3648, -3.0968, 1.0907], [2.7607, -1.9644, 1.7855], [2.5368, -3.6625, 0.6486], [4.0591, -2.7705, 0.3041], [3.8474, -3.7203, 1.8352], [1.7755, -2.1624, 1.7364], [-3.1232, -3.5081, -2.7526], [-1.9564, -2.8061, -2.3445], [-3.0403, -3.5299, -3.8284], [-3.0448, -4.5437, -2.3535], [-4.0601, -3.1562, -2.3225], [-2.0845, -1.9229, -2.7404], [0.5337, -0.6505, -1.6333], [-0.3403, 0.4652, -1.3340], [-0.0526, -1.5419, -1.9396], [1.2127, -0.4083, -2.4260], [1.0636, -0.8511, -0.7315], [-0.3440, 1.0790, -2.0801], [0.5550, -4.6899, -2.9466], [0.3808, -3.6225, -3.8189], [-0.0221, -5.5508, -3.2768], [1.6216, -4.9761, -3.0542], [0.2412, -4.4240, -1.9202], [-0.4309, -3.1611, -3.5876]], "gap_ev": 9.1, "homo_ev": -8.6, "charge": 0, "e_above_lowest_ev": 0.9721, "smiles": "COC[C@H](C)N.COC[C@H](C)N.COC[C@H](C)N.COC[C@H](C)N.CO.CO.CO.CO.CO.CO"}

=====

[3]
{"formula": "C22H68O17", "method": "ωB97M-V/def2-TZVPD", "symbols": ["C", "O", "H", "H", "H", "H", "C", "O", "H", "H", "H", "H", "C", "C", "O", "O", "H", "H", "H", "H", "H", "H", "C", "C", "O", "O", "H", "H", "H", "H", "H", "H", "C", "C", "O", "O", "H", "H", "H", "H", "H", "H", "C", "C", "O", "O", "H", "H", "H", "H", "H", "H", "C", "C", "O", "O", "H", "H", "H", "H", "H", "H", "C", "C", "O", "H", "H", "H", "H", "H", "H", "C", "C", "O", "H", "H", "H", "H", "H", "H", "C", "C", "O", "H", "H", "H", "H", "H", "H", "C", "C", "O", "H", "H", "H", "H", "H", "H", "C", "C", "O", "H", "H", "H", "H", "H", "H"], "coordinates": [[-2.6800, 1.9803, -6.5582], [-2.9337, 0.8754, -7.4629], [-1.6429, 1.9836, -6.2230], [-2.8280, 2.9896, -6.9422], [-3.2255, 1.8788, -5.6199], [-3.8392, 0.5764, -7.3516], [4.4107, -4.8184, -1.2082], [4.0901, -5.7870, -2.1102], [5.3470, -4.9682, -0.6706], [4.5297, -3.8912, -1.7688], [3.6393, -4.6662, -0.4532], [4.4538, -5.6416, -2.9866], [-0.2067, 6.5744, -3.5726], [-0.2358, 6.8503, -5.1243], [-1.5242, 7.3134, -5.5546], [-1.3202, 5.6840, -3.2898], [-0.1906, 7.4952, -2.9896], [0.7175, 6.0386, -3.3561], [-0.1136, 5.9054, -5.6538], [0.5634, 7.5454, -5.3818], [-1.5449, 7.4701, -6.5015], [-2.0706, 6.1309, -3.6883], [5.4130, -3.2044, 5.3896], [4.1881, -2.7884, 4.5937], [3.2373, -2.1674, 5.4025], [5.2781, -4.3325, 6.2026], [5.8729, -2.3521, 5.8898], [6.1952, -3.3499, 4.6447], [3.8254, -3.6949, 4.1092], [4.5633, -2.0725, 3.8623], [2.6750, -2.8765, 5.7228], [4.3367, -4.4970, 6.2948], [-8.0323, 2.2176, -1.1347], [-6.9281, 1.7013, -0.1688], [-7.2599, 1.9657, 1.2104], [-9.1359, 1.4033, -1.0384], [-7.6529, 2.2535, -2.1559], [-8.3622, 3.2423, -0.9638], [-5.9772, 2.2177, -0.3000], [-6.6494, 0.6524, -0.2697], [-8.1647, 1.6970, 1.3858], [-9.7486, 1.5351, -1.7655], [-1.4537, -3.5554, -5.0260], [-1.1450, -4.0124, -6.4140], [0.2404, -4.4509, -6.4824], [-1.4438, -4.6443, -4.1557], [-2.3840, -2.9919, -4.9542], [-0.6752, -2.8714, -4.6880], [-1.3261, -3.2396, -7.1611], [-1.7241, -4.8808, -6.7279], [0.7313, -3.8958, -7.0928], [-0.7562, -5.2445, -4.4534], [-0.3245, -8.0727, 0.7536], [-1.5300, -9.0030, 1.1328], [-1.1773, -9.9285, 2.1246], [0.3395, -8.5676, -0.3771], [0.2865, -7.8446, 1.6269], [-0.6588, -7.0812, 0.4482], [-2.0020, -9.5039, 0.2875], [-2.2988, -8.3704, 1.5766], [-1.9164, -10.4936, 2.3609], [0.9783, -7.8884, -0.6056], [1.0716, 7.7707, 2.2376], [-0.0843, 6.7094, 2.2465], [-0.5788, 6.6814, 3.5493], [1.5680, 7.8276, 1.2689], [1.7853, 7.3465, 2.9438], [0.7647, 8.7631, 2.5678], [0.3222, 5.7556, 1.9103], [-0.9147, 6.8971, 1.5659], [-1.2501, 5.9986, 3.6167], [0.5119, -0.5102, -0.4802], [-0.4517, 0.6128, -0.8396], [0.3847, 1.6880, -1.1825], [1.1741, -0.2464, 0.3445], [1.0974, -0.8944, -1.3154], [-0.0134, -1.3854, -0.0979], [-1.1786, 0.8982, -0.0791], [-1.0658, 0.3386, -1.6974], [-0.0879, 2.4832, -1.4391], [7.3235, 2.0826, -0.7194], [5.8422, 1.5593, -0.6287], [5.0154, 2.6496, -1.0927], [7.6616, 2.1332, -1.7544], [8.0379, 1.3992, -0.2604], [7.5539, 3.1026, -0.4119], [5.4391, 1.2233, 0.3267], [5.6879, 0.6903, -1.2682], [4.0896, 2.3998, -1.1401], [2.2086, 2.7009, 4.6451], [1.1481, 2.8619, 5.7874], [1.4547, 1.9070, 6.8001], [3.1567, 2.3573, 5.0589], [2.4273, 3.6630, 4.1818], [1.7340, 2.0357, 3.9238], [0.1492, 2.7027, 5.3813], [1.1782, 3.8492, 6.2485], [1.4873, 1.0710, 6.3292], [-2.5299, -1.2654, 5.0470], [-3.5320, -1.8880, 4.0875], [-2.9598, -2.9617, 3.3728], [-1.5875, -1.0617, 4.5386], [-2.4796, -1.9171, 5.9192], [-2.8739, -0.3294, 5.4871], [-3.7562, -1.1875, 3.2831], [-4.4377, -2.1514, 4.6338], [-3.3225, -2.8898, 2.4868]], "gap_ev": 9.8, "homo_ev": -9.9, "charge": 0, "e_above_lowest_ev": 3.6340, "smiles": "OCCO.OCCO.OCCO.OCCO.OCCO.CCO.CCO.CCO.CCO.CCO.CO.CO"}

=====

[4]
{"formula": "C22H69N5O10", "method": "ωB97M-V/def2-TZVPD", "symbols": ["O", "H", "H", "O", "H", "H", "O", "H", "H", "O", "H", "H", "C", "C", "C", "O", "C", "N", "H", "H", "H", "H", "H", "H", "H", "H", "H", "H", "H", "C", "C", "C", "O", "C", "N", "H", "H", "H", "H", "H", "H", "H", "H", "H", "H", "H", "C", "C", "C", "O", "C", "N", "H", "H", "H", "H", "H", "H", "H", "H", "H", "H", "H", "C", "C", "C", "O", "C", "N", "H", "H", "H", "H", "H", "H", "H", "H", "H", "H", "H", "C", "C", "C", "O", "C", "N", "H", "H", "H", "H", "H", "H", "H", "H", "H", "H", "H", "C", "C", "O", "H", "H", "H", "H", "H", "H"], "coordinates": [[-0.9395, -2.0502, 3.3401], [-1.5940, -1.7456, 3.9687], [-0.6844, -2.9157, 3.6597], [2.5297, -0.6130, 0.2560], [3.0600, -1.2714, 0.7050], [1.7069, -0.5936, 0.7447], [-2.5977, -2.6487, -1.5296], [-3.4105, -2.3924, -1.9654], [-2.4049, -3.5204, -1.8748], [1.6434, 0.1809, -2.4935], [1.3145, 1.0405, -2.2305], [2.1299, -0.1333, -1.7314], [0.8947, -4.0893, 0.3649], [0.5373, -4.1534, -1.1932], [-0.6008, -5.1749, -1.4706], [-1.0642, -5.1082, -2.7950], [-2.1894, -6.0432, -3.0142], [0.2028, -2.7721, -1.6445], [0.8705, -5.0892, 0.7981], [0.1333, -3.5330, 0.9116], [1.8386, -3.6363, 0.6684], [1.3974, -4.5845, -1.7056], [-1.3587, -4.9080, -0.7341], [-0.3769, -6.1919, -1.1484], [-1.9103, -7.0138, -3.4243], [-2.9019, -5.6067, -3.7141], [-2.9979, -6.2438, -2.3113], [0.6169, -2.0498, -1.0727], [-0.7589, -2.5904, -1.3949], [-2.0181, 1.6997, -4.0670], [-1.0237, 0.5381, -4.1775], [-1.6181, -0.7346, -4.7946], [-0.6087, -1.6689, -5.1304], [-0.9710, -2.7963, -5.9315], [0.1422, 1.0725, -4.9549], [-2.7470, 1.3150, -3.3537], [-2.6088, 2.2043, -4.8316], [-1.5118, 2.4467, -3.4558], [-0.7266, 0.3320, -3.1492], [-1.9947, -0.4579, -5.7793], [-2.5234, -1.1339, -4.3372], [-1.6424, -3.3243, -5.2542], [-0.1822, -3.4584, -6.2886], [-1.4889, -2.4819, -6.8376], [0.3763, 1.9603, -4.5340], [-0.3268, 1.3781, -5.7956], [5.5733, 2.1281, 5.2569], [4.4934, 1.3634, 5.9763], [3.4257, 0.6108, 5.1572], [2.6227, -0.1002, 6.0723], [1.6816, -0.8888, 5.3632], [5.0353, 0.5937, 7.0937], [5.0881, 2.7701, 4.5217], [6.3107, 1.5337, 4.7175], [6.1460, 2.6907, 5.9942], [3.9688, 2.1201, 6.5598], [3.8674, -0.0555, 4.4162], [2.8336, 1.3205, 4.5793], [2.0316, -1.6861, 4.7075], [0.9833, -0.2304, 4.8465], [1.1337, -1.4316, 6.1335], [5.7536, -0.1043, 6.9641], [4.2411, 0.0310, 7.3635], [-4.6340, 0.1677, -0.9471], [-5.9332, 0.8451, -0.5474], [-5.7960, 1.9630, 0.5106], [-5.2850, 1.4701, 1.7488], [-4.0294, 1.9482, 2.0914], [-6.5901, 1.2138, -1.8405], [-3.9006, 0.9490, -1.1466], [-4.7863, -0.3634, -1.8867], [-4.2104, -0.5039, -0.2004], [-6.5292, 0.0229, -0.1513], [-6.8062, 2.3572, 0.6208], [-5.1126, 2.7754, 0.2634], [-3.7014, 1.3349, 2.9307], [-4.0401, 2.9257, 2.5736], [-3.2861, 1.9347, 1.2942], [-6.5411, 0.4218, -2.4654], [-6.0654, 1.9150, -2.3436], [5.0741, 4.5315, -0.0096], [4.2721, 3.3661, -0.5552], [3.1106, 2.9595, 0.3958], [2.2639, 4.0241, 1.0027], [1.3601, 3.5975, 1.9870], [3.7279, 3.7265, -1.8635], [5.8824, 4.7848, -0.6955], [5.3971, 4.3267, 1.0111], [4.3204, 5.3190, -0.0046], [4.9696, 2.5452, -0.7219], [3.4169, 2.2172, 1.1329], [2.4354, 2.3219, -0.1748], [1.8875, 3.6102, 2.9409], [1.0467, 2.5850, 1.7325], [0.5669, 4.3330, 2.1214], [4.5079, 4.1409, -2.3533], [3.0225, 4.4490, -1.8866], [-0.7126, 1.1483, -0.2119], [-1.0420, -0.0159, 0.7662], [0.0834, -0.3869, 1.4698], [-0.2562, 2.0523, 0.1912], [-1.5719, 1.5462, -0.7518], [-0.0321, 0.7811, -0.9802], [-1.2021, -0.9397, 0.2102], [-1.8177, 0.3014, 1.4631], [-0.2646, -0.8058, 2.2604]], "gap_ev": 8.3, "homo_ev": -8.5, "charge": 0, "e_above_lowest_ev": 4.7384, "smiles": "COC[C@H](C)N.COC[C@H](C)N.COC[C@H](C)N.COC[C@H](C)N.COC[C@H](C)N.CCO.O.O.O.O"}

=====

> Which formula does entry 4 have?

C22H69N5O10